Entry 1:
{
  "formula": "C50H117N11O9",
  "method": "ωB97M-V/def2-TZVPD",
  "smiles": "CC1(C)CCCC(C)(C)N1O.CC1(C)CCCC(C)(C)N1O.CC1(C)CCCC(C)(C)N1O.CC1(C)CCCC(C)(C)N1O.COC[C@H](C)N.COC[C@H](C)N.COC[C@H](C)N.NC(N)=O.NC(N)=O",
  "species": ["O", "O", "O", "O", "O", "O", "O", "O", "O", "N", "N", "N", "N", "N", "N", "N", "N", "N", "N", "N", "C", "C", "C", "C", "C", "C", "C", "C", "C", "C", "C", "C", "C", "C", "C", "C", "C", "C", "C", "C", "C", "C", "C", "C", "C", "C", "C", "C", "C", "C", "C", "C", "C", "C", "C", "C", "C", "C", "C", "C", "C", "C", "C", "C", "C", "C", "C", "C", "C", "C", "H", "H", "H", "H", "H", "H", "H", "H", "H", "H", "H", "H", "H", "H", "H", "H", "H", "H", "H", "H", "H", "H", "H", "H", "H", "H", "H", "H", "H", "H", "H", "H", "H", "H", "H", "H", "H", "H", "H", "H", "H", "H", "H", "H", "H", "H", "H", "H", "H", "H", "H", "H", "H", "H", "H", "H", "H", "H", "H", "H", "H", "H", "H", "H", "H", "H", "H", "H", "H", "H", "H", "H", "H", "H", "H", "H", "H", "H", "H", "H", "H", "H", "H", "H", "H", "H", "H", "H", "H", "H", "H", "H", "H", "H", "H", "H", "H", "H", "H", "H", "H", "H", "H", "H", "H", "H", "H", "H", "H", "H", "H", "H", "H", "H", "H", "H", "H"],
  "positions_angstrom": [[-5.38348, -2.30086, 3.19127], [-2.11920, -4.86902, -5.01375], [2.94814, 1.35167, 0.43881], [-0.80766, -6.76349, 4.36931], [4.93790, 1.70322, -2.50904], [-0.30798, 9.71495, -1.12530], [1.80831, 5.51241, -4.03328], [-0.30643, 2.38492, 4.98320], [3.64003, 1.26190, 5.32777], [0.01998, 8.33937, -0.83762], [1.59903, 0.95205, 0.32741], [-0.68888, -3.81112, 2.14073], [0.72722, 0.42364, 4.25549], [3.54695, 4.40347, -2.97675], [4.42821, 0.27713, 2.83091], [-5.97880, -2.46694, 1.92553], [1.81970, 3.23148, -4.08321], [-0.33946, 0.52591, 6.34502], [-1.43606, -5.25526, -3.81325], [4.08251, 0.59677, -5.14433], [-7.29947, -3.84122, 0.42680], [-1.14803, 7.52830, -2.77553], [-0.16562, -4.47817, -1.93306], [1.43831, -0.38298, -0.23986], [-2.29638, -7.51053, -3.89833], [0.79853, 3.13212, 1.05627], [-0.01340, 1.18350, 5.15638], [1.13342, 2.63770, -1.40911], [0.21719, 7.61844, -2.09002], [0.04251, -3.33222, -4.10689], [1.23567, -4.80488, 3.26648], [5.23967, 0.42671, -2.97927], [4.10295, -0.11852, -3.80507], [-6.65713, -3.74865, 1.81983], [-0.06479, -0.71210, -0.30758], [5.06901, 1.49344, 3.43580], [-4.94883, -0.41635, 1.07102], [5.45047, 2.48151, 2.34972], [0.69528, 9.03198, 1.39817], [2.44602, 8.99551, -0.36244], [-5.75379, -4.96157, 2.08733], [-1.03949, -5.37603, -1.05588], [5.64137, 2.06982, -1.34539], [-0.72550, 1.63954, -0.17972], [1.76152, 6.05811, -0.78852], [-0.90137, 0.34368, -1.00011], [4.32221, -1.58774, -4.11346], [-5.16519, -1.91346, 0.84939], [-1.42412, -6.64145, -1.79739], [2.08748, -0.45584, -1.62711], [1.14122, 8.31256, 0.11856], [2.09624, -1.44101, 0.63597], [-3.63800, -5.77820, -2.72416], [-1.06485, -5.43704, 3.98628], [2.39387, 4.46376, -3.75499], [-6.40122, -3.45357, -0.75647], [-2.21749, -6.21383, -3.05165], [3.16627, 1.89835, 6.46005], [-1.54551, -7.19525, 5.45803], [1.45769, 6.85408, 0.45567], [-0.19026, -5.02356, 2.81273], [4.10348, 2.16063, 4.36363], [1.20170, 8.17005, -3.12552], [-1.94894, -2.92254, -2.68706], [-5.85851, -2.06797, -0.49301], [0.62382, 6.17789, -1.80286], [-7.83029, -3.73058, 2.79347], [0.74802, 2.06800, -0.02559], [-0.96871, -4.03649, -3.16215], [-3.79733, -2.62028, 0.73392], [-3.60525, -4.92557, -2.03814], [2.30034, 6.77703, 1.14154], [-0.17247, 8.58165, 1.87512], [1.72259, -1.40195, 1.66196], [3.18191, 8.22683, -0.58579], [-3.90573, -3.69300, 0.55529], [1.71319, -5.69799, 3.65752], [-8.06123, -3.05390, 0.35828], [-5.23176, -1.75001, -1.33738], [-7.51899, -3.26737, 3.73386], [-1.02134, -8.06894, 5.84951], [-2.36932, -8.40938, -3.28930], [-8.19635, -4.73565, 3.02196], [3.95408, 5.21782, -2.57589], [-5.95197, -5.90363, 1.58165], [-1.92663, -0.02872, -0.92325], [2.09070, 5.02738, -0.65582], [1.95583, -2.43551, 0.21795], [2.51553, 1.25661, 7.04383], [1.15301, 9.25965, -3.19538], [0.48932, 10.08162, 1.18761], [4.90681, 0.24682, -5.63427], [-4.69275, -4.72914, 2.16675], [-1.67258, -6.50892, 6.30142], [-8.71771, -3.17150, 2.49040], [-0.47276, -2.66471, -4.79664], [-3.10638, -7.45419, -4.63338], [5.33277, -0.18861, -2.06040], [3.62510, -1.95929, -4.85827], [-2.53368, -7.54549, 5.13408], [3.09730, -0.03679, -1.59384], [1.57392, 0.04615, -2.44892], [-3.22103, -2.22339, -0.10164], [4.56797, 3.00948, 1.96634], [-1.51240, -1.93067, -2.79219], [-0.85086, -4.74229, 4.82305], [-3.26875, -2.55187, 1.69008], [-0.91628, 0.98076, 7.01582], [3.41483, 1.02817, 1.24518], [1.76437, -4.36169, 2.42107], [5.36266, -1.75545, -4.38545], [2.86213, 9.71853, 0.33932], [-0.41475, -0.79005, 0.72973], [-2.09740, -7.26808, -1.21478], [-0.20809, 5.56959, -1.42444], [0.52879, 6.46381, 0.88436], [-0.50464, -7.15192, -2.08670], [-4.47598, -0.16447, 2.01006], [1.25655, -4.04849, 4.06043], [-7.76481, -4.81537, 0.28321], [1.74804, 3.67466, 1.05052], [3.92474, -0.18082, 3.59302], [2.19902, 2.90416, -1.41369], [-2.82600, -2.95623, -3.33723], [2.47899, 2.72708, 6.16335], [-1.91569, -4.85403, -0.65154], [-5.93519, 0.05676, 1.04325], [3.14685, 0.11810, -3.33789], [0.49493, 10.05822, -1.56064], [-6.98736, -3.51908, -1.67227], [0.02306, 3.89237, 0.95107], [-4.39204, -0.03441, 0.21362], [0.72743, -5.03454, -2.22471], [6.22883, 0.31850, -3.44098], [3.16908, -1.25219, 0.75175], [4.26315, 1.59260, -5.02264], [0.67795, 3.60846, -1.60415], [-1.32460, 2.42266, -0.64404], [-0.26706, -5.82877, 2.07641], [4.06331, -2.13054, -3.19705], [-1.59518, -4.04995, 1.73004], [5.92482, 1.98116, 1.50851], [2.36333, 9.57612, -1.28754], [0.90127, 0.85433, 3.35366], [2.21873, 7.85143, -2.89212], [-1.21540, 1.43498, 0.78284], [1.02332, 7.76967, -4.12253], [5.95458, 1.21296, 4.02227], [-1.90628, 7.16034, -2.08190], [-0.07978, -1.74758, -0.65954], [5.49383, 3.13171, -1.17053], [-1.39557, -7.65935, -4.50705], [-5.91220, -1.63387, 3.64352], [1.56162, 9.04131, 2.06595], [-1.10400, 6.78265, -3.57135], [-0.06323, -0.43099, 6.43065], [-6.66120, -1.32933, -0.65413], [0.82816, -0.56576, 4.34283], [3.83858, 2.52206, 7.07000], [-2.11057, -3.08370, -1.62195], [-1.80815, -5.49332, -5.67923], [-4.19864, -5.45405, -3.59953], [-0.49234, -5.62804, -0.13627], [5.22301, -0.33167, 2.64075], [-5.91778, -5.23162, 3.14794], [-4.20922, -6.55833, -2.21586], [0.66958, -4.04511, -4.64510], [-2.13973, -5.29860, 3.76432], [2.20289, -1.48636, -1.99575], [0.92310, 1.92916, -2.19546], [-0.61892, 0.53813, -2.03298], [-5.57347, -4.16929, -0.85106], [0.69093, -2.72679, -3.46891], [0.09422, -3.59959, -1.34082], [3.21543, 2.44046, 3.77747], [5.22719, 1.48868, -0.51058], [6.05168, 3.31628, 2.72074], [2.33476, 2.37706, -3.99245], [0.68493, 2.67349, 2.03856], [3.93528, 3.47520, -2.88034], [6.71462, 1.83827, -1.35115], [-1.44352, 8.50638, -3.15111], [-0.98912, -3.16902, 2.88301], [0.94689, 3.23703, -4.56720], [4.55898, 3.05573, 4.79848], [2.66764, 6.41534, -1.31051], [0.97001, 5.68559, -2.71646]],
  "lowdin_charge": [-0.01, -0.01, -0.05, -0.17, -0.22, -0.03, -0.01, -0.01, -0.19, -0.06, -0.08, 0.06, 0.17, 0.19, 0.06, -0.10, 0.17, 0.14, -0.08, 0.04, -0.14, -0.03, -0.13, -0.49, -0.04, -0.02, -0.62, -0.04, -0.51, -0.03, -0.05, -0.23, -0.43, -0.51, -0.14, -0.41, -0.02, -0.06, -0.04, -0.02, -0.02, -0.19, -0.10, -0.12, -0.20, -0.17, -0.05, -0.51, -0.12, -0.03, -0.51, -0.03, -0.03, -0.23, -0.58, -0.17, -0.52, -0.14, -0.13, -0.13, -0.44, -0.23, -0.03, -0.01, -0.16, -0.16, -0.04, -0.49, -0.50, -0.03, 0.05, 0.13, 0.09, 0.07, 0.07, 0.06, 0.08, 0.12, 0.12, 0.08, 0.09, 0.08, 0.09, 0.10, 0.09, 0.10, 0.08, 0.08, 0.08, 0.08, 0.08, 0.06, 0.06, 0.09, 0.08, 0.08, 0.08, 0.13, 0.08, 0.09, 0.07, 0.07, 0.06, 0.08, 0.07, 0.13, 0.08, 0.09, 0.05, 0.07, 0.08, 0.08, 0.12, 0.12, 0.12, 0.12, 0.13, 0.08, 0.08, 0.12, 0.07, 0.08, 0.07, 0.09, 0.09, 0.09, 0.09, 0.07, 0.07, 0.12, 0.09, 0.08, 0.13, 0.14, 0.07, 0.05, 0.07, 0.12, 0.13, 0.07, 0.04, 0.06, 0.07, 0.08, 0.07, 0.12, 0.08, 0.14, 0.09, 0.09, 0.09, 0.09, 0.11, 0.08, 0.09, 0.08, 0.13, 0.08, 0.09, 0.04, 0.10, 0.09, 0.10, 0.09, 0.08, 0.09, 0.09, 0.13, 0.08, 0.05, 0.10, 0.09, 0.06, 0.09, 0.14, 0.06, 0.09, 0.07, 0.07, 0.06, 0.10, 0.08, 0.08, 0.11, 0.14, 0.09, 0.05]
}



Entry 2:
{
  "formula": "C3H9N5",
  "method": "ωB97M-V/def2-TZVPD",
  "smiles": "[H]/N=C\\N(N)C/C=N\\N",
  "species": ["N", "N", "N", "N", "N", "C", "C", "C", "H", "H", "H", "H", "H", "H", "H", "H", "H"],
  "positions_angstrom": [[2.24074, -0.10395, -0.32378], [-1.14177, 2.05043, 0.29741], [1.81207, 1.21647, -0.37093], [-1.38353, -1.44226, -0.62028], [-0.95058, -0.37536, 0.13069], [0.20444, -0.69266, 1.00609], [-1.43196, 0.88962, -0.13816], [1.50396, -1.01068, 0.20960], [-1.22650, -1.31952, -1.59577], [1.89709, -2.01285, 0.20815], [-2.39256, -1.57054, -0.47721], [2.32931, 1.63734, -1.10523], [-0.36362, 2.02068, 0.95750], [-2.23265, 0.81086, -0.89972], [0.39357, 0.17482, 1.67815], [-0.06184, -1.58543, 1.57527], [0.80383, 1.31302, -0.53178]],
  "nbo_charge": [-0.22, -0.71, -0.66, -0.64, -0.30, -0.29, 0.27, 0.00, 0.35, 0.19, 0.35, 0.37, 0.33, 0.16, 0.22, 0.22, 0.36]
}



Calculated orbital gap in order - 8.0, 9.8 eV